303
Properties=species:S:1:pos:R:3:forces:R:3:lowdin_charge:R:1 method="wB97M-V/def2-TZVPD" energy_ev=-140762.6282 spin_multiplicity=1 homo_ha=-0.316 gap_ev=9.09 lumo_ev=0.5 total_charge=0 de_lowest_kj_mol=124.0
C 1.717 9.265 2.804 1.54 -0.17 0.93 -0.059
C 0.847 8.070 2.445 -0.09 0.62 0.79 -0.481
C -0.570 8.396 2.912 -1.47 -2.97 -0.06 -0.208
O -0.539 8.284 4.322 -0.52 0.24 0.25 -0.219
C -1.830 8.028 4.859 0.59 0.64 0.47 -0.107
N 0.934 7.734 1.085 0.42 0.06 -2.57 0.054
H 1.318 10.185 2.424 -0.31 0.50 -0.62 0.065
H 2.825 9.215 2.480 -1.70 -0.24 0.58 0.101
H 1.631 9.378 3.907 0.49 -0.05 -0.60 0.085
H 1.149 7.228 3.043 0.15 -0.40 0.67 0.127
H -1.296 7.552 2.559 1.21 1.06 0.12 0.123
H -1.065 9.298 2.562 0.44 0.60 -0.07 0.125
H -2.516 8.826 4.520 0.03 -0.17 0.43 0.086
H -1.684 8.049 5.979 -0.56 -0.23 -1.28 0.107
H -2.236 7.081 4.460 0.19 0.08 0.43 0.076
H 1.730 8.212 0.669 -0.36 -0.32 -0.19 0.057
H 0.945 6.754 0.774 -0.09 0.58 0.58 0.063
C 3.618 -5.053 -4.287 1.45 -0.35 -0.30 -0.044
C 2.909 -4.940 -2.949 0.26 0.35 -0.85 -0.432
C 3.049 -6.170 -2.121 -0.82 -1.33 0.80 -0.197
O 2.579 -7.361 -2.801 0.56 1.47 0.31 -0.157
C 2.583 -8.452 -1.946 0.44 -0.62 1.35 -0.148
N 3.497 -3.891 -2.102 -0.19 1.82 -0.56 0.053
H 3.251 -4.299 -4.986 0.36 0.21 0.13 0.059
H 3.475 -6.016 -4.773 -0.37 -0.16 0.12 0.071
H 4.753 -5.003 -4.155 -1.37 0.32 -0.13 0.103
H 1.852 -4.775 -3.132 -0.17 0.39 0.13 0.115
H 2.415 -6.051 -1.198 0.75 0.00 -0.53 0.122
H 4.122 -6.270 -1.835 -0.49 -0.35 -0.02 0.138
H 1.631 -8.690 -1.447 -0.07 0.32 -0.35 0.089
H 3.337 -8.419 -1.149 -0.06 0.76 0.20 0.088
H 2.954 -9.313 -2.439 -0.22 -1.02 -1.14 0.071
H 3.868 -3.035 -2.606 -0.97 -1.46 0.28 0.106
H 4.337 -4.299 -1.754 0.92 -0.16 0.53 0.051
C 4.731 4.697 -3.309 -0.36 -1.00 -0.33 -0.033
C 5.354 4.392 -1.977 -0.69 -0.50 0.68 -0.395
C 4.800 5.194 -0.822 0.11 -0.59 2.33 -0.222
O 5.059 6.545 -0.981 0.35 -0.06 -2.25 -0.178
C 4.790 7.319 0.110 -1.60 -0.02 1.11 -0.131
N 5.342 2.932 -1.666 0.13 0.52 -1.43 0.057
H 4.689 5.745 -3.393 -0.54 1.45 -0.04 0.064
H 3.740 4.234 -3.460 0.41 0.26 0.12 0.089
H 5.411 4.435 -4.118 -0.04 -0.55 -0.11 0.085
H 6.360 4.697 -2.068 1.40 0.58 0.04 0.124
H 5.301 4.887 0.134 0.34 -0.23 -0.52 0.127
H 3.766 5.024 -0.491 -0.44 -0.07 -0.95 0.120
H 5.414 6.983 0.939 0.54 0.56 0.30 0.083
H 3.745 7.092 0.506 0.74 0.65 -0.57 0.086
H 4.908 8.372 -0.210 -0.03 -0.57 0.66 0.107
H 6.097 2.722 -1.040 0.26 0.05 0.82 0.070
H 5.731 2.565 -2.546 -0.57 -0.48 0.30 0.091
C -1.652 -4.755 -3.407 0.38 0.24 -0.31 -0.059
C -1.446 -3.375 -2.808 -0.90 -0.29 -0.02 -0.417
C -2.503 -3.275 -1.681 2.17 2.12 1.13 -0.213
O -2.299 -4.328 -0.809 -0.03 -2.04 1.92 -0.196
C -2.401 -4.148 0.621 -0.85 -0.06 -0.45 -0.065
N -0.076 -3.176 -2.381 -0.52 -0.94 -1.05 0.095
H -2.726 -4.794 -3.608 0.11 -0.83 0.11 0.077
H -1.250 -5.519 -2.709 -0.70 0.26 -0.43 0.088
H -1.133 -4.860 -4.359 0.13 0.00 -0.05 0.066
H -1.695 -2.597 -3.550 0.11 -0.23 0.17 0.130
H -3.471 -3.303 -2.110 -1.25 0.18 -0.32 0.097
H -2.325 -2.364 -1.051 -0.51 -0.06 -1.02 0.131
H -2.709 -5.100 1.093 0.10 0.27 -0.54 0.090
H -3.126 -3.383 0.954 0.23 -0.24 -0.61 0.056
H -1.454 -3.883 1.053 0.77 0.23 0.06 0.060
H 0.079 -3.740 -1.564 0.24 0.08 0.54 0.061
H -0.027 -2.217 -2.179 0.71 1.37 0.85 0.036
C 1.291 -2.080 -8.075 1.04 0.04 -2.54 -0.089
C 0.863 -1.390 -6.833 -0.32 -1.75 0.80 -0.417
C -0.650 -1.245 -6.695 0.34 1.18 -1.10 -0.222
O -0.886 -0.564 -5.507 0.12 0.80 0.69 -0.192
C -2.237 -0.257 -5.284 -0.49 0.49 0.45 -0.114
N 1.410 -2.159 -5.665 -0.13 2.04 0.40 0.062
H 2.391 -2.149 -8.059 -0.28 -0.05 0.04 0.075
H 1.069 -1.526 -9.030 -0.04 -0.19 1.00 0.095
H 0.947 -3.100 -8.285 -0.31 0.10 0.62 0.079
H 1.385 -0.449 -6.786 -0.17 0.63 0.04 0.118
H -1.087 -2.217 -6.765 -0.46 -1.21 0.61 0.115
H -1.171 -0.724 -7.526 0.65 0.25 0.02 0.135
H -2.426 0.316 -4.364 0.71 -0.50 0.03 0.070
H -2.754 -1.187 -5.224 -0.94 -0.76 0.15 0.066
H -2.733 0.355 -6.039 0.34 -0.06 -0.66 0.079
H 1.055 -3.095 -5.528 -0.49 -0.04 -0.26 0.063
H 1.076 -1.572 -4.880 0.35 -1.05 -0.14 0.051
C -3.805 3.583 -7.387 0.45 -0.64 -0.19 -0.049
C -2.729 4.500 -6.835 0.04 0.92 0.31 -0.430
C -1.465 4.761 -7.699 -0.22 0.94 1.08 -0.209
O -0.729 3.645 -8.015 0.22 -0.16 -2.21 -0.141
C -0.429 2.909 -6.942 1.27 -2.65 3.12 -0.174
N -3.156 5.847 -6.377 -0.88 -0.32 0.18 0.027
H -4.629 3.341 -6.683 0.85 0.04 -0.01 0.075
H -3.268 2.665 -7.716 -0.71 0.27 0.21 0.086
H -4.304 4.000 -8.229 -0.28 0.43 -1.02 0.059
H -2.350 3.939 -5.994 0.13 0.24 0.73 0.082
H -0.774 5.412 -7.118 -0.70 0.07 0.04 0.136
H -1.655 5.264 -8.626 -0.49 0.32 -0.58 0.122
H -0.187 3.452 -5.996 -0.64 0.22 -0.51 0.109
H 0.469 2.290 -7.001 0.37 0.23 -1.04 0.087
H -1.165 2.120 -6.735 -0.39 0.36 0.32 0.079
H -3.161 6.495 -7.166 -0.16 -0.20 0.23 0.063
H -4.113 5.855 -5.958 1.17 -0.17 -0.60 0.081
C -4.976 -5.990 7.588 -0.31 -1.14 0.37 -0.079
C -5.442 -4.954 6.635 -1.06 1.20 -1.30 -0.453
C -4.275 -4.107 6.029 -1.19 -0.63 -0.94 -0.224
O -3.475 -3.405 6.928 0.30 -0.30 -0.10 -0.192
C -3.859 -2.097 7.233 -1.06 0.78 0.51 -0.119
N -6.282 -5.579 5.549 2.29 -1.76 -0.05 0.012
H -5.819 -6.503 8.049 -0.34 -0.36 -0.53 0.080
H -4.515 -5.626 8.491 0.91 0.56 -0.10 0.075
H -4.351 -6.728 7.051 -0.06 0.26 0.50 0.089
H -6.193 -4.311 7.088 0.31 0.47 0.56 0.130
H -4.729 -3.422 5.241 0.62 -0.60 0.75 0.126
H -3.640 -4.858 5.525 0.02 0.44 -0.01 0.117
H -4.308 -2.051 8.266 0.36 0.07 -0.92 0.100
H -4.611 -1.679 6.506 0.64 -0.44 0.57 0.100
H -2.968 -1.457 7.204 -0.14 -0.07 0.09 0.071
H -6.407 -4.920 4.765 0.29 -0.64 0.37 0.061
H -5.719 -6.461 5.234 -1.50 2.19 0.15 0.104
C 5.783 -0.136 -0.637 1.01 -0.43 -1.56 -0.063
C 5.608 -1.614 -0.402 0.79 -1.31 0.11 -0.435
C 6.833 -2.277 -1.060 -1.34 -0.65 -0.38 -0.144
O 6.522 -2.434 -2.514 0.01 0.36 2.15 -0.249
C 7.676 -2.890 -3.145 1.41 -0.39 0.01 -0.134
N 5.558 -2.024 1.024 -0.62 2.63 1.15 0.056
H 6.751 0.230 -0.232 -0.68 -0.17 0.15 0.096
H 4.945 0.319 -0.218 -1.26 1.53 0.70 0.045
H 5.817 0.086 -1.754 -0.24 -0.30 1.39 0.091
H 4.666 -2.021 -0.778 0.20 0.45 -0.98 0.100
H 6.963 -3.284 -0.616 0.24 0.35 -0.38 0.124
H 7.739 -1.638 -0.840 -0.74 -0.76 -0.68 0.135
H 7.642 -2.674 -4.222 -0.22 -0.31 0.28 0.091
H 7.895 -3.993 -2.939 -0.31 1.34 -0.32 0.112
H 8.477 -2.262 -2.710 0.34 -0.63 -0.55 0.087
H 4.995 -1.242 1.519 1.18 -1.82 -0.74 0.101
H 4.983 -2.856 1.145 0.14 0.26 -0.25 0.030
C -1.936 -1.478 3.696 -0.49 -0.57 -1.17 -0.036
C -2.394 -0.017 3.486 -1.02 -1.03 1.09 -0.419
C -1.487 0.893 4.252 1.57 0.43 -1.29 -0.214
O -1.884 2.229 4.056 -0.49 -0.64 0.13 -0.160
C -0.955 3.177 4.476 0.67 0.92 -1.25 -0.103
N -2.516 0.294 2.111 0.12 -0.12 -1.30 0.083
H -2.475 -2.303 3.113 -0.15 1.42 0.95 0.080
H -1.903 -1.725 4.754 0.23 -0.27 0.05 0.062
H -0.975 -1.577 3.198 0.66 0.12 0.44 0.067
H -3.388 0.158 3.928 0.04 -0.38 0.03 0.153
H -0.451 0.811 3.837 -0.31 -0.30 0.29 0.138
H -1.448 0.575 5.283 -0.09 0.23 0.67 0.103
H -0.382 2.886 5.345 0.06 0.00 0.37 0.088
H -1.520 4.064 4.593 -0.69 0.97 1.08 0.067
H -0.270 3.586 3.679 -0.01 -1.22 0.21 0.092
H -1.717 0.775 1.726 0.36 0.06 0.01 0.064
H -3.309 0.877 1.931 -0.47 0.64 0.04 0.061
C 0.513 -0.692 9.296 0.01 0.38 0.29 -0.050
C 1.416 -0.512 8.010 1.81 -0.36 1.95 -0.449
C 1.799 -1.829 7.323 -3.61 -0.71 -0.16 -0.245
O 2.639 -1.704 6.249 2.14 0.26 -1.27 -0.201
C 2.865 -2.976 5.624 -1.84 -0.33 0.57 -0.064
N 0.956 0.573 7.196 -2.90 -0.89 0.08 0.044
H 0.134 -1.726 9.478 0.35 0.67 -0.36 0.072
H -0.366 -0.014 9.148 0.64 -0.62 0.34 0.070
H 1.047 -0.364 10.264 -0.75 -0.43 -1.64 0.093
H 2.377 -0.158 8.392 0.21 0.08 0.16 0.127
H 0.866 -2.253 6.854 0.03 0.12 0.71 0.131
H 2.098 -2.588 8.046 0.51 0.08 0.23 0.128
H 3.125 -3.713 6.383 0.60 -0.03 -0.03 0.096
H 3.517 -2.938 4.779 0.90 0.48 -0.08 0.063
H 1.919 -3.371 5.213 0.08 0.35 0.19 0.063
H 1.612 0.712 6.459 0.01 0.15 -0.99 0.056
H -0.022 0.285 6.865 2.00 0.88 -0.06 0.090
C -4.025 2.756 -3.783 0.90 -0.21 -0.27 -0.073
C -4.285 2.260 -2.377 0.13 -0.84 0.36 -0.376
C -5.771 2.412 -1.992 -0.28 0.13 -0.91 -0.147
O -6.501 1.306 -2.581 0.54 0.49 0.32 -0.222
C -7.531 0.776 -1.775 1.42 -1.76 -0.94 -0.080
N -3.776 0.863 -2.200 0.17 1.78 -1.04 0.097
H -3.038 2.451 -4.204 -0.53 0.32 0.64 0.068
H -4.119 3.832 -3.812 0.13 0.44 -0.06 0.078
H -4.735 2.374 -4.481 -0.77 -0.47 -0.54 0.049
H -3.744 2.912 -1.688 0.25 -0.13 0.11 0.119
H -6.186 3.345 -2.420 0.19 -0.17 0.00 0.128
H -5.888 2.532 -0.908 -0.06 -0.77 -0.09 0.100
H -7.772 -0.252 -2.157 0.14 0.91 0.28 0.104
H -8.364 1.391 -1.832 -1.94 1.12 0.03 0.062
H -7.191 0.692 -0.766 0.17 -0.16 0.88 0.066
H -3.895 0.606 -1.257 -0.13 -0.54 1.50 0.028
H -4.351 0.235 -2.734 -0.30 -0.23 -0.34 0.049
C -0.224 -4.653 4.433 -1.08 0.52 -0.23 -0.077
C -0.230 -6.160 4.744 0.04 1.79 -1.04 -0.404
C -0.343 -6.834 3.377 -0.88 -1.58 0.51 -0.247
O 0.732 -6.519 2.528 -0.70 -0.54 -1.02 -0.215
C 0.669 -7.261 1.269 0.83 2.38 0.07 -0.062
N 0.948 -6.379 5.571 -0.60 -0.52 0.42 0.059
H -1.179 -4.356 3.971 0.20 -0.18 -0.21 0.066
H 0.577 -4.365 3.728 -0.26 -0.24 0.48 0.062
H -0.198 -4.046 5.334 0.37 -0.09 0.19 0.061
H -1.177 -6.417 5.244 0.55 0.04 0.34 0.138
H -1.395 -6.653 2.977 1.29 0.38 -0.04 0.137
H -0.352 -7.919 3.550 0.15 -0.22 -0.05 0.117
H 1.590 -6.892 0.733 -1.07 -0.55 0.29 0.080
H -0.248 -6.997 0.686 0.63 -0.19 0.46 0.103
H 0.744 -8.318 1.420 -0.06 -0.72 0.24 0.073
H 0.920 -7.231 6.102 -0.15 -0.37 0.10 0.066
H 1.784 -6.408 5.028 0.52 0.10 -0.57 0.065
C 2.287 0.055 -2.704 1.64 -0.59 -1.11 -0.042
C 2.727 1.504 -2.970 -0.67 0.66 0.12 -0.262
O 2.554 2.394 -1.831 0.57 -0.75 0.03 -0.148
H 2.872 -0.388 -1.886 0.20 0.13 -0.21 0.075
H 2.386 -0.616 -3.604 0.51 0.86 0.64 0.068
H 1.298 -0.145 -2.432 -1.66 0.64 0.32 0.015
H 2.169 2.027 -3.775 0.10 -0.77 0.15 0.104
H 3.781 1.520 -3.265 -0.13 -0.16 0.07 0.074
H 3.453 2.475 -1.435 -0.30 0.06 -0.31 0.037
C -3.161 5.818 0.522 0.48 0.43 0.43 -0.053
C -2.131 4.936 1.224 -1.02 1.28 -0.05 -0.311
O -2.296 3.696 0.646 -0.33 -1.19 -1.14 -0.084
H -4.116 5.283 0.459 0.07 0.35 0.41 0.066
H -2.897 6.054 -0.482 0.48 -0.11 -0.96 0.052
H -3.203 6.797 1.002 -0.52 -0.09 0.29 0.071
H -2.478 4.854 2.245 0.33 0.22 0.84 0.097
H -1.094 5.311 1.178 -0.38 -0.11 -0.11 0.114
H -1.551 3.154 0.858 1.13 -0.93 0.17 0.042
C 2.746 -3.907 1.876 2.70 -1.23 0.07 -0.100
C 1.637 -3.375 1.065 0.31 1.07 -0.39 -0.323
O 2.078 -2.463 0.063 0.01 0.13 0.03 -0.107
H 3.515 -4.334 1.158 -0.46 0.61 0.73 0.090
H 2.513 -4.794 2.480 -0.44 0.41 0.06 0.063
H 3.220 -3.133 2.522 -0.23 -0.49 -0.53 0.072
H 1.068 -2.760 1.740 -1.07 0.06 0.05 0.100
H 1.095 -4.197 0.639 -0.77 -0.35 -0.23 0.093
H 2.542 -2.928 -0.663 -0.13 -0.32 0.11 0.023
C -0.469 3.527 -2.468 0.56 -1.86 -0.30 -0.076
C -0.078 4.872 -2.059 -0.26 3.01 2.45 -0.276
O 0.885 4.865 -0.942 -0.77 0.25 -0.86 -0.114
H 0.410 3.032 -2.959 -0.83 0.23 0.32 0.076
H -1.308 3.524 -3.156 -0.10 0.07 -0.15 0.063
H -0.740 2.916 -1.585 0.05 0.37 -0.46 0.071
H -0.921 5.486 -1.593 0.65 -0.97 -0.78 0.115
H 0.304 5.527 -2.852 0.14 -0.41 -0.12 0.110
H 1.411 4.079 -1.072 0.52 -0.59 -0.07 0.020
C 2.940 4.170 2.574 -0.25 0.31 -1.29 -0.077
C 3.696 2.869 2.345 -0.10 0.47 1.50 -0.321
O 3.014 1.791 2.941 -0.82 -0.30 0.30 -0.089
H 3.632 5.035 2.388 -0.82 -0.65 -0.53 0.080
H 2.586 4.377 3.569 -0.02 -0.60 0.71 0.064
H 2.045 4.107 1.919 0.47 0.80 0.18 0.070
H 4.645 3.048 2.812 0.99 -0.44 0.23 0.101
H 3.836 2.687 1.301 0.15 0.00 -0.93 0.086
H 3.550 1.010 3.171 0.27 0.46 -0.20 0.048
C -6.074 -2.486 -4.343 2.34 -1.67 0.43 -0.115
C -6.348 -1.362 -5.316 -0.06 0.42 0.08 -0.310
O -5.577 -0.165 -5.026 -0.63 -0.40 -0.27 -0.111
H -4.964 -2.842 -4.409 -1.71 0.63 -0.20 0.083
H -6.679 -3.391 -4.652 0.44 0.98 0.72 0.087
H -6.127 -2.235 -3.247 -0.66 -0.07 -1.13 0.066
H -7.434 -1.202 -5.274 0.17 0.51 -0.14 0.105
H -6.129 -1.718 -6.358 0.06 0.54 0.86 0.119
H -6.091 0.518 -4.541 0.15 -0.91 -0.16 0.063
C 6.760 -0.256 3.845 -1.57 -1.36 -0.33 -0.088
C 5.568 -0.383 4.821 0.60 -0.31 0.85 -0.267
O 4.290 -0.470 4.117 0.52 -0.10 1.13 -0.133
H 6.949 -1.240 3.359 0.37 0.51 0.76 0.074
H 7.594 0.223 4.309 0.73 -0.15 0.42 0.063
H 6.514 0.321 2.988 -0.51 1.04 -0.67 0.041
H 5.544 0.464 5.560 -0.07 -0.53 -0.81 0.119
H 5.799 -1.308 5.450 -0.82 0.94 -0.76 0.123
H 3.596 -0.552 4.818 0.64 -0.08 -0.61 0.073
C -0.055 0.280 -0.311 0.60 -0.23 -0.84 -0.089
C 0.873 0.920 0.672 -0.41 0.04 0.38 -0.235
O 0.133 2.075 1.239 1.13 -1.05 0.96 -0.123
H -0.909 -0.221 0.087 -0.48 -0.30 0.72 0.056
H 0.529 -0.459 -0.836 0.02 -0.45 -0.04 0.029
H -0.430 0.956 -1.058 -0.04 0.53 -0.33 0.064
H 1.820 1.266 0.186 -0.87 -0.23 0.50 0.104
H 1.096 0.130 1.444 0.00 1.12 -0.35 0.122
H 0.477 2.135 2.156 -0.21 0.31 -0.66 0.054
C -5.862 -2.860 0.326 1.65 1.15 -0.22 -0.050
C -5.199 -1.780 1.236 -0.45 -1.82 -0.16 -0.344
O -4.197 -1.162 0.535 0.67 0.58 -1.25 -0.114
H -6.589 -3.386 0.884 -1.04 -0.64 0.36 0.053
H -5.109 -3.555 -0.069 -0.07 0.05 0.41 0.061
H -6.257 -2.391 -0.574 -0.42 0.16 0.16 0.058
H -4.735 -2.277 2.104 -0.45 -0.09 0.20 0.095
H -5.953 -1.085 1.587 -0.33 0.29 0.20 0.099
H -3.517 -0.820 1.145 0.25 0.25 -0.02 0.022
C -6.796 2.413 2.247 -1.36 -0.74 -0.65 -0.084
C -5.606 3.196 1.880 1.42 1.31 0.93 -0.354
O -4.663 2.365 1.267 -1.93 -2.23 0.31 -0.076
H -7.653 3.036 2.521 0.37 0.09 0.57 0.084
H -6.551 1.655 3.005 -0.29 0.24 -0.22 0.087
H -7.181 1.937 1.341 0.19 -0.47 0.07 0.061
H -5.200 3.626 2.805 0.27 -0.02 0.09 0.118
H -5.820 4.075 1.287 -0.41 0.15 -0.61 0.100
H -3.874 2.750 0.960 1.74 1.72 -0.43 0.014
C 4.365 0.447 -6.124 1.43 -1.60 0.06 -0.053
C 4.824 -0.775 -5.287 0.79 1.06 -2.09 -0.321
O 5.502 -0.268 -4.172 0.75 -0.71 0.98 -0.105
H 3.788 1.044 -5.476 -0.75 1.04 0.46 0.035
H 3.801 0.092 -6.959 -0.70 -0.16 -0.53 0.052
H 5.217 0.983 -6.550 -0.03 0.11 0.37 0.080
H 5.453 -1.432 -5.955 -0.27 0.41 0.76 0.124
H 3.965 -1.318 -5.004 -1.07 -0.84 0.34 0.054
H 5.744 -1.026 -3.590 -0.08 0.62 -0.36 0.051